ORCA calculation (wB97M-V/def2-TZVPD) on C24H26N2O7PtSi as an isolated structure.

The value obtained for the gap between HOMO and LUMO (spin up / spin down) is 3.875 / 6.941 eV. As for the spin multiplicity: 3. The value obtained for the HOMO energy (spin up / spin down) is 0.2 / -2.8 eV. The charge is -2.

Each line ends with the Löwdin charge.
Atoms and positions in Å:
Pt: 0.569 -0.134 -0.092  1.348
N: 0.555 -0.388 1.926  -0.046
C: 1.632 0.069 2.753  -0.206
C: 1.299 0.544 4.019  -0.027
C: 2.262 1.044 4.874  -0.103
C: 3.583 1.081 4.449  -0.105
C: 3.910 0.607 3.192  -0.045
C: 2.958 0.070 2.313  -0.101
C: 3.389 -0.421 0.972  -0.172
C: 4.715 -0.861 0.841  -0.073
C: 5.245 -1.221 -0.381  -0.114
C: 4.441 -1.139 -1.511  -0.099
C: 3.117 -0.757 -1.396  -0.089
C: 2.557 -0.419 -0.158  -0.189
H: -0.252 0.200 2.142  0.091
H: 0.311 -1.413 2.040  0.071
H: 0.257 0.524 4.315  0.115
H: 1.981 1.423 5.849  0.093
H: 4.356 1.497 5.083  0.091
H: 4.935 0.686 2.863  0.098
H: 5.335 -0.951 1.723  0.093
H: 6.268 -1.571 -0.447  0.087
H: 4.835 -1.403 -2.486  0.094
H: 2.480 -0.729 -2.268  0.092
C: -1.088 -4.272 -0.060  -0.005
C: -0.314 -3.090 0.494  -0.695
O: 0.393 -2.459 -0.336  -0.095
O: -0.471 -2.786 1.705  -0.063
H: -0.452 -4.858 -0.721  0.072
H: -1.909 -3.878 -0.662  0.077
H: -1.493 -4.890 0.739  0.066
C: -2.857 3.046 0.331  -0.177
Si: -1.026 3.019 -0.116  0.238
C: -0.884 3.088 -1.985  -0.167
C: -0.281 4.623 0.557  -0.192
O: -0.297 1.751 0.573  -0.476
H: -3.349 3.921 -0.100  0.017
H: -3.003 3.073 1.412  0.016
H: -3.353 2.155 -0.060  0.015
H: -1.063 4.109 -2.336  0.018
H: -1.609 2.431 -2.469  0.030
H: 0.105 2.778 -2.321  0.026
H: -0.820 5.492 0.170  0.012
H: 0.766 4.716 0.266  0.016
H: -0.328 4.647 1.647  0.013
O: -0.272 -0.361 -4.093  0.040
C: -0.466 -0.340 -2.888  -0.569
O: 0.473 0.102 -2.086  -0.236
C: -1.806 -0.769 -2.325  -0.136
C: -2.151 -0.686 -0.971  -0.103
C: -3.407 -1.091 -0.535  -0.099
C: -4.346 -1.569 -1.429  -0.030
C: -4.023 -1.649 -2.797  -0.187
C: -2.744 -1.242 -3.228  0.053
N: -4.960 -2.124 -3.702  -0.438
O: -6.109 -2.480 -3.266  -0.153
O: -4.660 -2.195 -4.937  -0.130
H: -1.459 -0.326 -0.208  0.035
H: -3.648 -1.033 0.520  0.100
H: -5.329 -1.888 -1.117  0.091
H: -2.499 -1.303 -4.277  0.111


ORCA calculation (wB97M-V/def2-TZVPD) on a 2-piece molecular cluster, C24H26N3 overall.

The value obtained for the gap between HOMO and LUMO is 5.234 eV. As for the spin multiplicity: 1. The value obtained for the HOMO energy is -11.0 eV. The charge is +1.

Each line ends with the Löwdin charge.
Atoms and positions in Å:
C: 0.571 -0.344 -3.173  -0.044
N: 0.909 1.016 -2.725  -0.252
C: -0.057 2.060 -3.096  -0.048
N: 2.171 1.508 -2.950  -0.039
C: 3.189 0.802 -3.266  -0.041
H: -0.244 -0.283 -3.906  0.086
H: 1.403 -0.889 -3.626  0.067
H: 0.196 -0.921 -2.321  0.045
H: -0.846 1.643 -3.732  0.083
H: -0.506 2.514 -2.204  0.058
H: 0.497 2.840 -3.638  0.090
H: 4.136 1.350 -3.377  0.069
H: 3.200 -0.288 -3.449  0.060
C: 2.865 -4.510 2.416  -0.063
N: 1.551 -3.924 2.605  -0.248
C: 0.892 -4.319 3.838  -0.065
C: 1.155 -2.779 1.903  -0.219
C: 0.504 -2.910 0.654  0.037
C: -0.044 -1.799 0.047  -0.020
C: 0.125 -0.501 0.588  -0.132
C: -0.575 0.634 0.049  0.041
C: -0.243 2.014 0.344  -0.127
C: -1.418 2.813 0.130  -0.119
C: -1.454 4.162 0.458  0.018
C: -0.284 4.755 0.945  -0.019
C: 0.883 3.989 1.131  -0.033
C: 0.913 2.623 0.828  0.010
C: -2.478 1.940 -0.345  -0.106
C: -1.960 0.599 -0.398  -0.091
C: -2.845 -0.445 -0.654  0.021
C: -4.187 -0.151 -0.919  -0.039
C: -4.668 1.169 -0.902  -0.022
C: -3.812 2.229 -0.587  0.018
C: 0.899 -0.382 1.771  0.020
C: 1.363 -1.494 2.444  0.032
H: 3.300 -4.146 1.478  0.094
H: 3.533 -4.250 3.255  0.090
H: 2.767 -5.605 2.378  0.090
H: -0.108 -3.872 3.883  0.094
H: 0.801 -5.415 3.860  0.092
H: 1.473 -4.008 4.723  0.087
H: 0.408 -3.909 0.219  0.134
H: -0.617 -1.946 -0.865  0.094
H: -2.391 4.710 0.336  0.124
H: -0.281 5.817 1.194  0.121
H: 1.780 4.470 1.518  0.116
H: 1.826 2.040 0.949  0.125
H: -2.505 -1.475 -0.631  0.108
H: -4.874 -0.965 -1.145  0.116
H: -5.717 1.371 -1.113  0.120
H: -4.154 3.263 -0.515  0.125
H: 1.060 0.598 2.204  0.109
H: 1.898 -1.395 3.390  0.134


ORCA calculation (wB97M-V/def2-TZVPD) on C24H26N3O3ScSi as an isolated structure.

The value obtained for the gap between HOMO and LUMO is 7.404 eV. As for the spin multiplicity: 1. The value obtained for the HOMO energy is -7.6 eV.

Each line ends with the Löwdin charge.
Atoms and positions in Å:
Sc: -0.435 -0.047 -0.550  1.107
C: -4.947 0.078 0.005  -0.065
O: -4.644 -0.117 1.383  -0.074
C: -3.800 -1.131 1.726  -0.220
C: -4.152 -1.883 2.832  0.010
C: -3.353 -2.925 3.292  -0.083
C: -2.187 -3.224 2.626  -0.049
C: -1.780 -2.457 1.526  -0.148
C: -0.539 -2.824 0.875  -0.041
N: 0.121 -2.053 0.088  -0.073
N: 1.221 -2.606 -0.563  0.094
C: 1.491 -1.885 -1.611  -0.424
O: 0.792 -0.832 -1.957  -0.159
C: 2.649 -2.244 -2.463  -0.148
C: 2.902 -1.523 -3.625  -0.026
C: 3.990 -1.847 -4.421  -0.078
C: 4.830 -2.891 -4.060  -0.087
C: 4.580 -3.612 -2.900  -0.079
C: 3.494 -3.292 -2.103  -0.027
C: -2.584 -1.387 1.059  -0.256
O: -2.206 -0.641 0.031  -0.165
H: -5.909 0.586 -0.016  0.091
H: -5.032 -0.880 -0.514  0.101
H: -4.195 0.688 -0.489  0.075
H: -5.082 -1.632 3.325  0.124
H: -3.658 -3.501 4.154  0.103
H: -1.561 -4.043 2.956  0.112
H: -0.149 -3.828 1.045  0.138
H: 2.241 -0.712 -3.896  0.111
H: 4.182 -1.283 -5.324  0.102
H: 5.680 -3.142 -4.681  0.101
H: 5.235 -4.425 -2.616  0.102
H: 3.289 -3.844 -1.196  0.108
C: 2.442 2.382 -1.599  -0.161
Si: 0.723 2.786 -0.978  0.399
C: -0.538 2.428 -2.359  -0.162
C: 0.639 4.630 -0.643  -0.181
N: 0.245 1.714 0.297  -0.181
C: 0.073 1.902 1.671  -0.341
C: -0.215 0.785 2.472  -0.056
C: -0.447 0.896 3.832  -0.083
C: -0.368 2.132 4.457  -0.108
C: -0.047 3.241 3.689  -0.092
C: 0.171 3.137 2.324  -0.039
H: 2.731 3.040 -2.422  0.034
H: 2.515 1.350 -1.948  0.013
H: 3.171 2.512 -0.795  0.037
H: -0.186 2.786 -3.329  0.045
H: -1.476 2.937 -2.128  0.040
H: -0.799 1.375 -2.550  0.005
H: 0.840 5.146 -1.588  0.036
H: 1.400 4.958 0.065  0.031
H: -0.337 4.961 -0.287  0.037
H: -0.235 -0.212 2.037  0.076
H: -0.679 0.005 4.402  0.105
H: -0.540 2.226 5.520  0.096
H: 0.033 4.215 4.157  0.101
H: 0.403 4.030 1.766  0.073


ORCA calculation (wB97M-V/def2-TZVPD) on C24H26N3O6STl as an isolated structure.

The value obtained for the gap between HOMO and LUMO is 7.409 eV. As for the spin multiplicity: 1. The value obtained for the HOMO energy is -7.4 eV.

Each line ends with the Löwdin charge.
Atoms and positions in Å:
Tl: 0.700 -0.215 0.004  0.932
C: 1.755 2.390 -3.228  -0.071
O: 1.992 3.621 -2.563  -0.073
C: 1.557 3.838 -1.284  -0.205
C: 1.352 5.162 -0.959  -0.005
C: 0.884 5.545 0.301  -0.095
C: 0.607 4.576 1.230  -0.061
C: 0.837 3.218 0.942  -0.151
C: 0.519 2.275 1.986  -0.052
N: 0.575 0.998 1.911  -0.072
N: 0.138 0.282 3.002  0.083
C: 0.406 -0.990 2.839  -0.461
O: 0.988 -1.510 1.817  -0.137
C: -0.047 -1.914 3.922  -0.143
C: 0.016 -3.286 3.710  -0.023
C: -0.411 -4.166 4.695  -0.083
C: -0.897 -3.676 5.899  -0.095
C: -0.956 -2.304 6.115  -0.085
C: -0.534 -1.425 5.131  -0.032
C: 1.381 2.821 -0.301  -0.283
O: 1.788 1.592 -0.532  -0.170
H: 1.972 2.590 -4.278  0.095
H: 0.709 2.088 -3.125  0.083
H: 2.392 1.591 -2.858  0.085
H: 1.558 5.902 -1.722  0.119
H: 0.735 6.591 0.529  0.098
H: 0.210 4.842 2.202  0.108
H: 0.193 2.685 2.944  0.135
H: 0.403 -3.646 2.766  0.110
H: -0.363 -5.234 4.525  0.100
H: -1.225 -4.360 6.671  0.098
H: -1.331 -1.920 7.055  0.100
H: -0.574 -0.355 5.282  0.105
C: -2.184 1.537 -0.686  -0.064
O: -1.810 0.663 0.381  -0.238
C: -2.719 -0.416 0.581  -0.162
C: -2.438 -1.572 -0.344  -0.196
O: -1.218 -2.143 0.100  -0.256
C: -0.906 -3.365 -0.543  -0.094
H: -3.207 1.889 -0.530  0.098
H: -2.099 1.053 -1.657  0.074
H: -1.501 2.386 -0.647  0.094
H: -3.750 -0.066 0.468  0.133
H: -2.561 -0.742 1.610  0.139
H: -2.334 -1.239 -1.382  0.119
H: -3.250 -2.307 -0.288  0.137
H: -1.700 -4.095 -0.356  0.096
H: 0.030 -3.720 -0.123  0.081
H: -0.787 -3.223 -1.621  0.089
O: -0.266 -0.266 -2.141  -0.224
N: 0.514 -0.655 -3.132  -0.192
C: 0.120 -0.312 -4.383  -0.027
C: 0.840 -0.674 -5.484  -0.048
C: 2.022 -1.397 -5.304  -0.056
C: 2.420 -1.716 -4.033  -0.079
C: 1.658 -1.349 -2.911  -0.628
S: 2.150 -1.789 -1.327  0.775
H: -0.797 0.255 -4.412  0.142
H: 0.485 -0.388 -6.463  0.111
H: 2.621 -1.695 -6.153  0.113
H: 3.336 -2.259 -3.849  0.110


no.,molar mass (g mol⁻¹),calculated total energy (eV)
1,677.64,-53748.1171
2,356.49,-29771.0269
3,477.53,-64505.4846
4,688.94,-57590.4795